{
  "formula": "C4H6N2",
  "method": "wB97M-V/def2-TZVPD",
  "orbital_gap_ev": 10.657,
  "e_homo_ha": -0.356,
  "energy_ha": -265.47912,
  "smiles": "N#C[C@H]1CCN1",
  "symbols": ["N", "C", "C", "C", "C", "N", "H", "H", "H", "H", "H", "H"],
  "xyz": [[2.755603, 0.088891, -1.052945], [1.854175, -0.040775, -0.338072], [0.680813, -0.247207, 0.527123], [-0.366650, 0.894305, 0.456992], [-1.239827, -0.081509, -0.358341], [-0.321823, -1.181797, -0.006394], [1.024221, -0.514146, 1.532648], [-0.780835, 1.133832, 1.437449], [-0.043679, 1.812207, -0.037755], [-1.299868, 0.161412, -1.427040], [-2.251055, -0.241238, 0.027558], [-0.011075, -1.783979, -0.761221]],
  "forces_ev_per_angstrom": [[-0.88, -0.10, 0.71], [0.74, 0.08, -0.65], [0.17, 0.02, 0.16], [-0.02, 0.16, 0.07], [-0.30, 0.10, -0.08], [0.05, -0.22, -0.12], [0.06, 0.07, -0.18], [0.08, -0.03, -0.12], [-0.05, -0.19, 0.06], [0.09, -0.06, 0.17], [0.10, 0.05, -0.13], [-0.04, 0.12, 0.11]]
}